<one>
The following is a quantum chemistry calculation of a structure of composition C37H44BCaFN12O5S2, from the OMol25 dataset.

Values from the calculation:
- M (g mol⁻¹) = 870.86

The geometry in XYZ format:
```
103
C37H44BCaFN12O5S2 | the OMol25 dataset | ωB97M-V/def2-TZVPD
Ca -0.453 -1.624 -0.557
C 0.463 4.388 4.331
C 1.508 3.282 4.232
N 1.334 2.434 3.055
C 0.586 1.290 3.168
C 0.391 0.387 2.189
C -0.587 -0.755 2.457
O -0.748 -1.084 3.637
O -1.163 -1.205 1.419
C 1.110 0.547 0.941
O 1.210 -0.296 0.055
C 1.759 1.859 0.770
C 2.253 2.188 -0.486
C 2.801 3.418 -0.705
F 3.216 3.737 -1.955
C 2.917 4.357 0.319
C 2.459 4.014 1.582
C 1.851 2.777 1.821
N 3.501 5.650 0.140
C 2.722 6.813 0.540
C 3.684 7.798 1.222
N 5.060 7.498 0.685
C 5.000 7.298 -0.803
C 4.281 5.955 -1.056
H 0.622 4.982 5.234
H -0.538 3.954 4.377
H 0.496 5.051 3.463
H 1.441 2.636 5.104
H 2.519 3.692 4.221
H 0.123 1.116 4.132
H 2.170 1.463 -1.293
H 2.573 4.729 2.388
H 1.930 6.533 1.227
H 2.246 7.286 -0.328
H 3.723 7.658 2.299
H 3.447 8.836 1.001
H 5.325 6.595 1.083
H 5.735 8.206 0.958
H 6.009 7.296 -1.204
H 4.461 8.145 -1.219
H 5.006 5.162 -1.216
H 3.678 6.043 -1.961
B 1.032 0.163 -3.425
N 0.452 -1.220 -3.817
C 0.126 -1.651 -5.047
C -0.375 -2.934 -4.944
C -0.328 -3.209 -3.573
N 0.181 -2.178 -2.891
N -0.072 0.980 -2.653
C -0.383 2.278 -2.814
C -1.367 2.615 -1.897
C -1.615 1.418 -1.209
N -0.830 0.440 -1.671
H 1.302 0.786 -4.432
H 1.999 0.004 -2.701
H 0.285 -1.022 -5.908
H -0.726 -3.572 -5.739
H -0.617 -4.114 -3.060
H 0.114 2.872 -3.566
H -1.853 3.570 -1.779
H -2.339 1.197 -0.436
N -4.865 -3.289 -6.566
C -4.612 -3.079 -5.206
C -5.026 -4.012 -4.256
C -4.806 -3.784 -2.906
C -4.172 -2.619 -2.500
C -3.754 -1.681 -3.440
C -3.984 -1.906 -4.781
S -3.708 -2.378 -0.815
O -4.571 -3.189 0.007
O -3.673 -0.956 -0.592
N -2.193 -2.871 -0.787
C -1.740 -4.133 -0.606
S -2.691 -5.620 -0.587
C -1.231 -6.531 -0.395
C -0.171 -5.696 -0.357
N -0.447 -4.355 -0.476
H -4.972 -4.251 -6.841
H -4.275 -2.768 -7.193
H -5.523 -4.921 -4.579
H -5.132 -4.500 -2.163
H -3.242 -0.785 -3.105
H -3.654 -1.182 -5.520
H -1.243 -7.608 -0.325
H 0.860 -6.005 -0.240
N 1.529 -2.821 1.631
C 0.808 -3.517 2.214
N -0.047 -4.286 2.865
C -1.507 -4.143 2.697
C -2.192 -4.391 4.048
C -1.298 -3.883 5.179
C -0.027 -4.746 5.277
C 0.407 -5.227 3.883
H -1.866 -4.854 1.947
H -1.709 -3.134 2.348
H -2.388 -5.460 4.187
H -3.156 -3.883 4.041
H -1.829 -3.895 6.133
H -1.029 -2.849 4.955
H -0.204 -5.621 5.910
H 0.776 -4.165 5.739
H -0.034 -6.202 3.658
H 1.486 -5.334 3.813
```

=====

<two>
The following is a quantum chemistry calculation of a structure of composition C37H44BCaFN12O5S2, from the OMol25 dataset.

Values from the calculation:
- M (g mol⁻¹) = 870.86

The geometry in XYZ format:
```
103
C37H44BCaFN12O5S2 | the OMol25 dataset | ωB97M-V/def2-TZVPD
Ca 1.376 -2.241 0.174
C -1.295 3.498 -3.807
C -2.409 2.464 -3.754
N -2.394 1.601 -2.573
C -1.576 0.517 -2.563
C -1.553 -0.424 -1.595
C -0.400 -1.371 -1.515
O -0.575 -2.568 -1.178
O 0.757 -0.865 -1.638
C -2.478 -0.338 -0.475
O -2.619 -1.182 0.403
C -3.168 0.964 -0.400
C -3.843 1.296 0.772
C -4.269 2.572 0.985
F -4.932 2.834 2.145
C -3.990 3.616 0.083
C -3.476 3.239 -1.149
C -3.049 1.929 -1.398
N -4.168 4.979 0.426
C -3.375 5.930 -0.347
C -1.875 5.754 -0.114
N -1.510 5.607 1.342
C -2.536 5.018 2.272
C -3.960 5.322 1.835
H -1.406 4.107 -4.705
H -0.318 3.015 -3.831
H -1.297 4.141 -2.930
H -2.343 1.803 -4.619
H -3.392 2.934 -3.811
H -0.894 0.451 -3.402
H -3.980 0.536 1.529
H -3.271 3.987 -1.896
H -3.704 6.929 -0.055
H -3.578 5.850 -1.413
H -1.317 6.610 -0.492
H -1.494 4.856 -0.598
H -1.201 6.501 1.708
H -0.663 4.922 1.386
H -2.333 5.418 3.263
H -2.351 3.943 2.296
H -4.178 6.386 1.943
H -4.647 4.790 2.482
B 4.105 -4.437 1.032
N 3.765 -4.584 -0.478
C 4.400 -5.304 -1.413
C 3.722 -5.168 -2.613
C 2.657 -4.319 -2.302
N 2.692 -3.977 -1.016
N 4.515 -2.962 1.338
C 5.657 -2.516 1.873
C 5.547 -1.151 2.083
C 4.261 -0.845 1.634
N 3.650 -1.941 1.184
H 5.056 -5.141 1.275
H 3.122 -4.708 1.683
H 5.283 -5.864 -1.156
H 3.962 -5.616 -3.561
H 1.871 -3.936 -2.934
H 6.462 -3.203 2.076
H 6.277 -0.488 2.514
H 3.747 0.104 1.618
N 6.071 1.468 -0.613
C 4.747 1.817 -0.383
C 4.418 2.818 0.532
C 3.093 3.154 0.761
C 2.090 2.499 0.067
C 2.403 1.505 -0.861
C 3.722 1.178 -1.089
S 0.383 2.755 0.398
O -0.294 3.183 -0.811
O 0.348 3.807 1.459
N -0.178 1.380 0.833
C 0.331 0.770 1.942
S 0.398 1.526 3.519
C 1.005 0.065 4.194
C 1.128 -0.864 3.225
N 0.763 -0.469 1.956
H 6.706 1.686 0.139
H 6.202 0.526 -0.950
H 5.205 3.319 1.083
H 2.837 3.905 1.495
H 1.610 0.963 -1.365
H 3.966 0.389 -1.791
H 1.257 -0.027 5.236
H 1.495 -1.869 3.370
N 0.217 -3.685 1.803
C -0.712 -4.305 1.489
N -1.731 -5.053 1.151
C -1.447 -6.380 0.566
C -2.386 -6.637 -0.609
C -2.517 -5.367 -1.443
C -3.246 -4.270 -0.654
C -3.032 -4.428 0.855
H -1.542 -7.147 1.337
H -0.414 -6.372 0.216
H -3.368 -6.956 -0.250
H -1.981 -7.465 -1.192
H -3.039 -5.570 -2.378
H -1.518 -5.007 -1.707
H -4.322 -4.304 -0.848
H -2.876 -3.294 -0.957
H -3.798 -5.063 1.304
H -3.060 -3.459 1.348
```

=====

Which structure is the least stable? The one labeled <one>.

=====

<one>
The following is a quantum chemistry calculation of the ion C2H7N4O with charge +1, from the OMol25 dataset.

Values from the calculation:
- M (g mol⁻¹) = 103.10
- charge = +1
- SMILES string = [NH2+]=NCC(=[NH2+])N[O-]

The geometry in XYZ format:
```
14
C2H7N4O | the OMol25 dataset | ωB97M-V/def2-TZVPD
C 0.191 -0.200 0.717
C 0.843 -0.354 -0.624
N -1.108 -0.476 0.812
N -0.033 0.719 -1.174
N -1.039 0.369 -1.794
N 0.765 0.352 1.766
O -1.767 -1.033 -0.155
H 1.841 0.137 -0.869
H 0.765 -1.356 -1.175
H -1.775 -0.142 1.406
H -1.112 -0.472 -2.481
H -1.635 1.058 -2.192
H 1.760 0.605 1.803
H 0.247 0.992 2.386
```

=====

<two>
The following is a quantum chemistry calculation of the ion C2H7N4O with charge +1, from the OMol25 dataset.

Values from the calculation:
- M (g mol⁻¹) = 103.10
- charge = +1
- SMILES string = [H]/N=C(CO)\[N+](N)=N\[H]

The geometry in XYZ format:
```
14
C2H7N4O | the OMol25 dataset | ωB97M-V/def2-TZVPD
C 0.383 0.903 -0.350
C 1.575 -0.071 -0.416
N 0.491 2.027 0.145
N -0.911 -0.060 -0.306
N -1.515 -0.109 0.795
N -1.181 -0.638 -1.337
O 0.924 -1.172 0.325
H 1.858 -0.420 -1.367
H 2.383 0.414 0.202
H -0.092 2.817 0.338
H -2.341 -0.673 1.010
H -1.032 0.267 1.623
H -1.997 -1.379 -1.362
H 1.455 -1.905 0.698
```

=====

Which structure is the least stable? The one labeled <one>.

=====

<one>
The following is a quantum chemistry calculation of an isolated molecule of C2H4N4O2, from the OMol25 dataset.

Values from the calculation:
- M (g mol⁻¹) = 116.08
- SMILES string = [H]/N=c1/[nH]c(O)nn1O

The geometry in XYZ format:
```
12
C2H4N4O2 | the OMol25 dataset | ωB97M-V/def2-TZVPD
C 1.386 -0.131 -0.119
C -0.734 0.674 -0.183
H 2.984 -0.879 0.452
H -2.004 -1.900 -0.421
H -2.421 1.088 0.291
H 0.737 1.960 0.296
N 0.648 -1.231 -0.339
N -0.712 -0.728 -0.310
N -1.577 1.547 0.069
N 0.643 1.056 -0.266
O 2.649 -0.017 0.206
O -1.599 -1.440 0.324
```

=====

<two>
The following is a quantum chemistry calculation of an isolated molecule of C2H4N4O2, from the OMol25 dataset.

Values from the calculation:
- M (g mol⁻¹) = 116.08
- SMILES string = CNn1nnoc1=O

The geometry in XYZ format:
```
12
C2H4N4O2 | the OMol25 dataset | ωB97M-V/def2-TZVPD
C -2.054 -0.366 0.663
C 0.412 0.880 -0.112
H -1.683 0.547 1.480
H -3.259 -0.037 0.465
H -1.827 -1.510 1.048
H -1.703 0.191 -1.299
N -1.443 -0.517 -0.676
N -0.064 -0.270 -0.394
N 0.694 -1.418 -0.076
N 1.775 -0.818 0.231
O 1.661 0.495 0.197
O -0.214 1.866 -0.021
```

=====

Which structure is the least stable? The one labeled <two>.

=====

<one>
The following is a quantum chemistry calculation of an isolated molecule of CH3ClN2O2, from the OMol25 dataset.

Values from the calculation:
- M (g mol⁻¹) = 110.50

The geometry in XYZ format:
```
9
CH3ClN2O2 | the OMol25 dataset | ωB97M-V/def2-TZVPD
C -0.215 0.517 -0.908
N 0.225 -0.457 1.186
N 0.006 -0.614 -0.074
O 0.551 -1.241 2.058
O -0.357 -1.923 -0.445
Cl 0.981 1.858 -0.496
H -0.179 0.222 -1.941
H -1.195 1.047 -0.702
H 0.184 0.591 1.322
```

=====

<two>
The following is a quantum chemistry calculation of an isolated molecule of CH3ClN2O2, from the OMol25 dataset.

Values from the calculation:
- M (g mol⁻¹) = 110.50
- SMILES string = NC(=O)N(O)Cl

The geometry in XYZ format:
```
9
CH3ClN2O2 | the OMol25 dataset | ωB97M-V/def2-TZVPD
C 0.120 -0.885 0.045
N -1.089 -0.676 -0.323
N 0.708 0.394 0.477
O 0.798 -1.835 0.088
O -0.073 1.552 0.109
Cl 2.329 0.478 -0.035
H -1.604 0.194 -0.057
H -1.672 -1.436 -0.692
H 0.484 2.213 0.388
```

=====

Which structure is the least stable? The one labeled <one>.